A structure of composition C20H22AsO8W at a distorted geometry. Source: the OMol25 dataset; level of theory: wB97M-V/def2-TZVPD.

XYZ file:
```
52
Properties=species:S:1:pos:R:3:forces:R:3
W 0.3130 -0.2663 -0.1250 1.0 0.3 1.1
O 0.7241 -4.1151 -4.7965 0.1 0.0 0.0
C 0.7957 -3.4257 -3.8445 0.0 0.0 0.0
C 1.4173 -1.9840 -3.7814 0.0 -0.1 0.2
O 2.1720 -1.4577 -4.5236 -0.1 0.1 -0.1
C 0.8764 -1.4563 -2.4714 -0.1 0.2 -0.3
C 0.2348 -2.3928 -1.7519 -0.6 -0.3 0.1
O -0.3842 -1.9258 -0.6007 0.0 0.1 -0.6
C 0.2017 -3.7481 -2.4233 0.2 0.1 0.1
O -0.1139 -4.7882 -1.9598 -0.1 0.0 0.0
O 0.8016 -0.1912 -1.9527 0.4 -0.6 0.1
C 3.4734 -2.8269 1.0968 0.0 0.0 0.1
C 2.3776 -1.8678 1.3428 0.0 0.2 -0.1
O 2.0038 -1.1932 0.2845 0.4 -0.2 0.1
C 1.7846 -1.6263 2.6126 0.0 -0.1 0.0
C 2.3561 -2.2089 3.7622 0.0 0.0 0.1
C 1.8746 -1.9151 5.0272 0.0 0.0 -0.1
C 0.7980 -1.0528 5.1704 -0.1 0.1 0.0
C 0.1706 -0.4831 4.0502 -0.1 0.0 0.2
C 0.6609 -0.7808 2.8156 0.1 0.2 -0.1
O 0.0495 -0.2505 1.6909 -0.2 -0.7 -0.2
H 3.7015 -2.8909 0.0372 0.0 0.0 0.0
H 3.2120 -3.8135 1.4869 0.0 0.0 0.0
H 4.3748 -2.4970 1.6259 0.0 0.0 0.0
H 3.1975 -2.8812 3.6583 0.0 0.0 0.0
H 2.3415 -2.3530 5.8987 0.0 0.0 0.0
H 0.4246 -0.8144 6.1589 0.0 0.0 0.0
H -0.6908 0.1624 4.1585 0.0 0.0 0.0
O 2.8344 1.5990 1.2907 0.2 0.4 -0.2
C 2.0697 1.3356 0.5270 -0.6 -0.4 0.0
C -3.2537 -0.0125 -0.7319 -0.1 0.2 0.1
C -2.4277 0.9386 -1.5989 0.1 -0.6 0.2
As -0.9958 1.8512 -0.6112 -1.2 1.2 -0.9
C -1.9129 2.9382 0.7103 0.3 -0.2 0.4
C -2.9807 3.7928 0.0413 -0.1 0.1 0.1
C -0.1192 3.0522 -1.8786 0.2 -0.1 0.0
C -0.9962 3.3631 -3.0863 0.0 0.1 -0.1
H -3.9644 -0.5535 -1.3556 0.0 0.0 0.0
H -3.8313 0.5337 0.0139 0.0 0.0 0.0
H -2.6685 -0.7664 -0.2005 0.1 -0.1 0.0
H -3.0475 1.7464 -1.9837 0.1 0.1 -0.1
H -1.9609 0.4407 -2.4479 0.0 0.0 -0.1
H -1.1378 3.5441 1.1799 0.0 0.1 0.1
H -2.3197 2.2679 1.4665 -0.1 0.0 0.0
H -2.5618 4.5180 -0.6537 0.0 0.0 0.0
H -3.4754 4.3540 0.8361 0.0 0.0 -0.1
H -3.7459 3.2079 -0.4644 0.0 0.0 0.0
H 0.8088 2.5735 -2.1884 0.1 0.0 0.0
H 0.1271 3.9374 -1.2918 0.0 0.1 0.0
H -1.1152 2.5000 -3.7395 0.0 0.0 0.0
H -0.4935 4.1421 -3.6615 0.0 0.0 0.0
H -1.9807 3.7402 -2.8185 0.0 0.0 0.0
```
Positions in Å, forces in eV/Å.

Properties
Orbital gap = 0.171 Eh
Electronic energy = -3678.93659 Ha
Total charge = +3
Energy relative to the best compared isomer or geometry (same formula, charge and spin) = 94.2 kJ/mol
HOMO = -17.77 eV